Computed, not measured: a molecular structure, C33H41CaF6N4O6PTe at a distorted geometry, with the ωB97M-V functional and the def2-TZVPD basis.

Values from the calculation:
Calculated total energy ... -104458.19180 eV
LUMO level ... -0.207 eV

Geometry (Å):
H (1.5295, 0.0021, -5.8079)
F (-4.7358, 1.8135, -0.2403)
C (-0.3865, -0.8035, 3.6134)
C (-0.3164, 3.8834, 0.6535)
N (2.1771, 0.7716, -0.4177)
P (-0.2400, 0.4920, -3.1715)
C (0.6769, 5.8712, -0.1677)
N (2.7291, 2.9833, -0.9795)
C (-0.0426, -3.4655, 3.0234)
H (-1.2112, 2.7855, -1.6198)
O (1.0548, -3.8776, 0.3274)
H (2.2395, -2.2609, -3.5516)
C (-1.1554, -0.1520, -5.8401)
O (-0.0236, -0.3296, 1.3470)
Te (-3.6190, 0.4762, 0.4281)
H (-0.9408, 4.1433, -2.6894)
H (-1.4652, -2.0687, 7.8042)
H (2.5228, 5.5528, -1.2125)
C (-0.8372, -0.0262, 6.2193)
C (-1.5490, -0.0197, -4.3680)
C (-0.5904, 0.5528, 3.8955)
H (5.1737, 2.1095, -1.1369)
C (0.1861, -3.1012, 0.6163)
H (-2.2772, 0.7938, -4.2675)
C (1.3735, -0.2808, -3.6377)
C (4.4579, 1.3426, -0.8669)
C (2.5959, -0.4875, -0.1956)
H (-1.1211, 3.3608, 1.1572)
C (1.2457, -1.8075, -3.5934)
H (-2.5967, -1.2271, -2.8723)
F (-3.0399, 0.7548, -1.4501)
C (-0.0256, 2.3184, -3.4467)
C (-1.0645, -3.7491, 6.5054)
H (-0.6037, 1.2724, 3.0890)
H (0.1013, -4.5162, 2.8238)
H (5.8989, -0.2260, -0.7550)
C (1.6566, 3.7174, -0.4746)
C (-0.3583, 5.2522, 0.5276)
F (-3.1889, -0.8142, 1.7239)
C (-0.0933, -4.1211, 5.3999)
H (4.1583, -1.9395, -0.1136)
H (0.6821, -2.1636, -2.7283)
H (2.0000, 0.0110, -2.7911)
Ca (-0.7989, 0.6041, -0.3987)
C (-1.1276, 3.0665, -2.6723)
C (1.6969, 5.1043, -0.6738)
O (-0.6582, -2.6844, -0.3786)
H (0.7368, 2.3785, -5.5149)
C (3.0997, 1.6648, -0.7279)
H (-3.1073, -1.5018, -4.5432)
H (-0.6153, 0.7059, -6.2360)
H (-1.0198, -4.5126, 7.2821)
C (-0.4165, -1.7600, 4.6298)
H (0.6867, 6.9450, -0.3088)
O (-2.2059, -1.0593, -0.4955)
C (-0.0062, 2.8530, -4.8775)
C (-0.6524, -1.3642, 5.9621)
C (-0.7240, -2.3836, 7.0696)
H (-2.1102, 2.8812, -3.1105)
C (-2.2461, -1.3029, -3.8990)
C (-0.1521, -1.1976, 2.2368)
C (-0.8012, 0.9104, 5.1900)
H (0.4653, -5.9048, 4.2553)
C (4.8554, 0.0455, -0.6522)
H (-0.9851, 2.7265, -5.3462)
O (-1.8888, -2.2357, 0.2333)
H (0.7471, -2.1889, -4.4871)
C (-0.0644, -2.5824, 1.9824)
H (-1.2826, -5.6401, 4.4131)
H (3.4819, 3.5586, -1.3148)
O (-2.2117, 1.5576, 0.8506)
H (0.2036, 3.9266, -4.8604)
F (-4.6952, 0.9336, 1.8914)
H (-1.5748, -2.1620, -3.9737)
C (3.9022, -0.9052, -0.2951)
N (-0.2226, -3.1164, 4.3028)
H (-1.1837, 5.8102, 0.9453)
H (0.2371, -2.4329, 7.5903)
C (2.1043, 0.1778, -4.8985)
H (-2.0796, -3.7504, 6.0944)
C (-0.3188, -5.5411, 4.9180)
H (-1.0329, 0.3127, 7.2301)
H (0.9374, 2.5355, -2.9677)
H (2.3639, 1.2366, -4.8583)
H (1.8214, -1.2001, 0.0515)
H (-2.0603, -0.2793, -6.4406)
H (-0.5406, -1.0404, -5.9988)
H (-0.3262, -6.1915, 5.7927)
H (0.9259, -4.0300, 5.7884)
F (-0.9961, 2.2011, 5.5068)
N (0.6678, 3.1022, 0.1526)
F (-4.8471, -0.7140, -0.2060)
H (3.0417, -0.3797, -4.9922)